Molecular formula: C4H7NO
Method: DFT, ωB97M-V/def2-TZVPD

Geometry (Å):
C1 0.45 -2.21 -1.70
C2 -0.43 -1.41 -1.16
N1 -1.31 -0.71 -0.68
C3 -1.00 0.39 0.20
O1 0.38 0.63 0.27
C4 0.72 1.55 1.27
H1 0.77 -3.10 -1.18
H2 0.89 -1.97 -2.66
H3 -1.52 1.28 -0.17
H4 -1.41 0.14 1.20
H5 1.73 1.91 1.06
H6 0.03 2.41 1.28
H7 0.70 1.08 2.27

Results
SMILES = C=C=NCOC
frontier orbital gap = 9.949 eV
2S+1 = 1
calculated total energy = -286.53333 Eh

Atomic partial charges in e from the natural (NBO) method, atoms 1 to 4: -0.64, 0.44, -0.46, 0.09

Molecular formula: C5H13NO
Method: DFT, ωB97M-V/def2-TZVPD

Geometry (Å):
C1 1.89 -1.88 0.18
N1 1.43 -0.57 0.61
C2 0.22 -0.55 1.41
C3 -0.64 0.59 0.81
C4 0.42 1.50 0.20
C5 1.38 0.41 -0.43
H1 1.10 -2.49 -0.27
H2 2.62 -1.69 -0.60
H3 2.42 -2.39 0.99
H4 -0.31 -1.52 1.40
H5 0.44 -0.45 2.48
H6 -1.15 0.16 -0.05
H7 -1.36 0.98 1.53
H8 1.04 2.07 0.89
H9 0.12 2.17 -0.60
H10 2.31 0.97 -0.59
H11 0.92 0.02 -1.35
O1 -3.80 0.54 -2.04
H12 -2.84 0.49 -1.94
H13 -3.93 0.73 -2.97

Results
SMILES = CN1CCCC1.O
frontier orbital gap = 8.923 eV
2S+1 = 1
calculated total energy = -328.26898 Eh

Atomic partial charges in e from the natural (NBO) method, atoms 1 to 4: -0.40, -0.46, -0.21, -0.41

Relative energy (zero: lowest compared OMol25 entry of this formula, charge and spin) list, top to bottom, in eV: 2.675, 1.357
HOMO list, top to bottom, in eV: -8.94, -8.19